Below is a 2-piece molecular cluster, C15H10B2BrN2O14P2S overall, with properties calculated with ωB97M-V/def2-TZVPD.

Last column: natural (NBO) charge in e.
CARTESIAN COORDINATES (ANGSTROEM)
C 3.88194 -4.10599 -0.39403  0.668
C -3.64182 -0.50004 1.38773  -0.329
C -0.77776 -0.61361 0.80589  -0.359
O 1.60592 2.61563 -2.36366  -0.913
O 5.91510 -4.29794 -1.39913  -0.633
P 0.82340 -1.69205 0.61738  1.206
C -2.31331 3.53322 0.43187  0.506
C -2.21596 -1.35738 1.22505  -0.042
C 6.86769 -1.13372 -1.64363  0.655
S -6.47480 -1.24599 0.30120  -0.572
H 0.64518 -3.05340 1.09298  0.048
O -1.28040 4.37982 0.42719  -0.527
O -6.04545 1.77019 2.09946  -0.510
O -0.85489 1.96885 -2.26285  -0.969
H -5.81531 -0.73016 3.00633  0.030
N 2.09165 -1.09024 1.46000  -1.281
O 6.80130 -2.61108 0.08652  -0.639
O 4.42462 -2.88861 -0.25095  -0.627
C -2.20541 1.89659 0.69771  -0.119
C -4.98385 2.10541 1.32947  0.485
O 2.77564 -4.41423 0.01857  -0.582
O 5.85156 -1.94879 -1.95932  -0.642
P -5.27468 -1.44959 1.85451  0.794
H 1.57206 1.14003 0.14630  0.315
B 0.43316 2.14628 -1.56183  1.212
C 0.60236 1.79072 0.06887  -0.869
O -6.37568 4.31515 0.38474  -0.364
C -3.63570 1.15471 1.14609  -0.053
H 0.82461 2.79259 0.67392  0.308
H -5.04565 -2.82039 2.23256  0.032
H 1.51303 2.08812 -3.23108  0.499
B 5.74805 -2.93654 -0.88051  1.132
H 2.45263 -1.78907 2.14661  0.387
Br -2.24369 -3.37359 1.53526  0.088
H -3.84650 5.30165 -0.30352  0.266
O -7.30902 4.96357 -1.38633  -0.273
C -3.81519 4.22931 0.19370  -0.260
C 7.44932 -1.53919 -0.39079  0.655
O 4.59935 -6.13834 -1.38627  -0.544
N -6.97668 3.94189 -0.75883  0.384
H -1.40078 2.81260 -2.24618  0.508
H 1.12494 -1.69062 -0.82087  -0.014
C 4.79476 -4.96892 -1.09718  0.651
O 7.22915 -0.19335 -2.33246  -0.544
C -5.10454 3.60394 0.59896  0.217
O 8.39111 -1.00345 0.17070  -0.543
C -0.78145 1.03600 0.52983  0.157

Forces on the atoms, in the same order (eV/Å):
C -2.965 2.498 2.216
C 3.742 1.470 -0.148
C -4.515 1.881 0.129
O -3.100 -2.928 0.450
O -1.071 -0.422 0.354
P 3.005 0.877 1.912
C 2.929 2.631 0.448
C 0.072 4.456 -0.752
C -1.233 2.033 -4.075
S 0.403 -0.441 0.661
H -0.764 0.968 -1.008
O -5.948 -5.244 -0.225
O 6.904 1.614 -4.774
O 1.487 1.709 1.326
H 0.878 -0.799 -0.610
N -1.929 -0.881 -0.785
O 0.290 0.752 -0.536
O -0.516 -1.304 -0.219
C -0.711 -2.387 0.490
C -5.051 -0.876 3.112
O 1.021 0.265 -0.474
O 0.717 0.445 0.414
P -0.366 1.899 -1.309
H -2.004 0.807 0.279
B 0.420 0.984 -1.422
C -0.492 0.075 -0.360
O 3.507 -0.597 2.204
C 2.963 -1.269 -0.650
H -0.798 -2.226 -1.218
H 0.390 1.027 0.064
H 0.206 1.560 1.617
B 0.223 0.131 -0.029
H -0.566 0.711 -0.874
Br -0.038 2.673 -0.423
H 0.323 -2.430 1.228
O 0.847 -4.117 2.615
C -3.113 -1.479 0.843
C 2.484 -0.593 3.979
O 0.052 1.543 0.471
N -1.444 3.443 -4.132
H 1.123 -1.584 -0.091
H -0.862 -0.064 1.087
C 2.522 -3.424 -2.260
O -0.388 -1.255 1.027
C 4.891 -0.157 -0.909
O -1.267 -0.634 -0.882
C -2.255 -1.338 1.237

Computed properties:
- charge = -1
- E_HOMO (eV) = -6.74
- orbital gap (eV) = 5.56

---

Below is C15H10BCl5FeN6 as an isolated structure, with properties calculated with ωB97M-V/def2-TZVPD.

Last column: natural (NBO) charge in e.
CARTESIAN COORDINATES (ANGSTROEM)
Cl 0.12788 -4.76935 4.31821  0.052
B -1.40346 2.27449 1.70879  0.541
C 1.53109 0.63350 3.03312  -0.012
H 2.21517 -0.19424 2.93842  0.222
C -0.07754 1.87958 -1.62839  -0.019
H -5.04376 -0.71860 2.26744  0.235
N -2.39298 1.08794 1.73951  -0.315
C -4.08598 -0.30342 2.01030  -0.349
C 0.37997 2.40177 3.63855  0.004
H 0.40343 1.22522 -2.33764  0.216
C 1.48006 1.64538 3.99402  -0.349
H -1.90553 3.27455 2.13606  -0.028
Cl 1.99272 -4.97932 -0.75410  0.052
C 1.01388 -4.73084 1.77027  -0.090
H -0.39423 3.82972 -2.65054  0.235
N -1.99395 -0.10493 1.25506  -0.301
H 2.14038 1.79668 4.82884  0.235
C 0.02101 -2.68171 2.58544  0.033
C -3.00024 -0.95390 1.41943  -0.013
Cl 1.48908 -6.36658 2.01966  0.055
Fe -0.13532 -0.25581 0.64110  0.978
N -0.16068 1.87002 2.53350  -0.315
H -1.48201 4.44932 -0.20288  0.226
C -1.03711 3.53444 -0.55599  0.005
C 0.84098 -2.80913 0.39385  -0.064
N -0.95051 2.46653 0.24761  -0.299
N -0.36134 1.44513 -0.40416  -0.352
N 0.54534 0.78508 2.15758  -0.302
Cl 1.08809 -1.95431 -1.13621  -0.009
H -4.13742 1.84891 2.63316  0.224
C -3.64708 0.99190 2.20337  0.003
C -0.48640 3.20576 -1.77994  -0.351
C 1.24267 -4.12697 0.53721  -0.093
H -2.89302 -1.98383 1.11962  0.222
C 0.23307 -2.04380 1.36677  -0.388
C 0.40198 -4.00847 2.79811  -0.123
Cl -0.73451 -1.81266 3.88370  0.012
H -0.05190 3.27881 4.09017  0.224

Forces on the atoms, in the same order (eV/Å):
Cl 0.002 -0.011 -0.002
B -0.022 -0.050 0.107
C 0.056 0.019 -0.045
H -0.005 0.000 0.001
C 0.031 -0.052 -0.017
H 0.003 -0.003 0.005
N 0.030 0.012 -0.062
C 0.023 0.013 0.032
C 0.050 0.012 -0.007
H 0.001 0.000 -0.001
C -0.040 -0.008 0.012
H 0.000 -0.020 0.020
Cl 0.000 -0.007 0.005
C 0.012 -0.070 0.035
H -0.001 0.002 0.001
N 0.013 0.049 0.144
H -0.003 -0.005 0.003
C 0.091 -0.129 -0.114
C -0.020 -0.008 -0.066
Cl -0.004 0.015 -0.007
Fe 0.131 -0.046 -0.329
N 0.003 0.008 -0.061
H 0.000 -0.001 0.001
C 0.017 -0.002 -0.045
C -0.002 -0.048 0.037
N -0.006 0.079 -0.067
N -0.080 0.117 0.064
N -0.096 -0.001 0.104
Cl -0.038 0.080 0.033
H 0.001 0.003 -0.002
C -0.031 -0.016 -0.034
C -0.008 -0.004 0.017
C 0.011 0.037 -0.058
H 0.002 0.002 0.004
C -0.083 -0.054 0.277
C -0.017 0.051 0.011
Cl -0.020 0.033 0.004
H -0.001 0.002 -0.003

Computed properties:
- charge = 0
- E_HOMO (alpha / beta) (eV) = -8.60 / -8.51
- orbital gap (alpha / beta) (eV) = 9.01 / 8.94

---

Below is C15H10BCl5N6Pd as an isolated structure, with properties calculated with ωB97M-V/def2-TZVPD.

Last column: natural (NBO) charge in e.
CARTESIAN COORDINATES (ANGSTROEM)
C -0.00116 -4.97909 -1.55503  -0.090
H -0.00063 4.99993 -0.31231  0.198
C 0.00019 -2.58639 -0.96261  -0.338
H 3.80080 0.23273 2.51958  0.200
Cl -0.00032 -3.20117 -3.60971  -0.073
N -1.85800 0.78906 -0.09045  -0.263
B 0.00025 2.34727 0.66087  0.589
C 1.97880 1.39258 2.04541  -0.050
Cl -0.00066 -4.83356 2.44542  -0.035
C 0.00011 -3.02923 0.37724  0.025
H -1.64409 1.88704 2.94369  0.196
N 0.00009 2.16930 -1.87413  -0.213
C 2.92599 0.21765 0.45555  -0.064
H 1.64429 1.88847 2.94374  0.196
N 1.28833 1.51300 0.89674  -0.341
C -3.05401 0.55792 1.81254  -0.388
C -0.00124 -5.35961 -0.21781  -0.144
N 1.85951 0.79001 -0.09013  -0.263
C -0.00072 4.35374 -2.45868  -0.401
H 3.55185 -0.41686 -0.15266  0.196
C -2.92436 0.21609 0.45481  -0.064
C -0.00059 -4.35997 0.76189  -0.136
H -3.54973 -0.41864 -0.15368  0.196
C -0.00034 3.01095 -2.89375  -0.075
C -1.97816 1.39121 2.04515  -0.050
C -0.00048 4.24768 -1.08456  -0.043
H -3.79979 0.23047 2.51860  0.200
Cl -0.00195 -6.22330 -2.78943  -0.040
H -0.00003 3.26019 1.46691  -0.082
Cl 0.00093 -1.79794 1.63344  -0.039
H -0.00034 2.62026 -3.90061  0.190
Pd 0.00146 -0.50454 -1.08148  -0.005
C 3.05511 0.55976 1.81325  -0.388
H -0.00112 5.25484 -3.05074  0.197
C -0.00044 -3.62606 -1.87886  -0.092
N 0.00001 2.93804 -0.76328  -0.334
Cl -0.00214 -7.04395 0.22841  -0.033
N -1.28741 1.51215 0.89669  -0.341

Forces on the atoms, in the same order (eV/Å):
C 0.000 0.046 -0.077
H 0.000 -0.010 0.000
C 0.001 0.814 0.566
H -0.004 0.007 -0.007
Cl 0.000 -0.107 0.216
N -0.064 0.133 0.366
B -0.001 -0.098 -0.001
C -0.024 -0.073 0.038
Cl 0.000 0.011 -0.050
C -0.001 -0.070 -0.063
H -0.023 0.019 -0.032
N 0.000 0.309 0.144
C -0.009 0.023 -0.031
H 0.023 0.019 -0.032
N -0.028 0.162 -0.221
C 0.002 0.002 -0.040
C 0.000 -0.048 0.048
N 0.063 0.133 0.366
C 0.000 -0.074 -0.037
H -0.046 -0.053 0.028
C 0.010 0.024 -0.030
C 0.000 0.012 -0.010
H 0.046 -0.053 0.028
C 0.000 0.019 -0.011
C 0.025 -0.073 0.039
C 0.000 -0.031 0.009
H 0.004 0.007 -0.008
Cl 0.000 0.044 0.071
H 0.000 -0.035 -0.018
Cl 0.000 -0.294 0.204
H 0.000 0.011 0.018
Pd 0.000 -0.754 -0.688
C -0.002 0.002 -0.040
H 0.000 -0.011 0.000
C 0.000 -0.078 -0.494
N 0.000 -0.146 -0.028
Cl 0.000 0.047 -0.001
N 0.028 0.163 -0.223

Computed properties:
- charge = -2
- E_HOMO (eV) = 0.80
- orbital gap (eV) = 3.76

---

| no. | E (Ha) | F_max (eV/A) |
| --- | --- | --- |
| 1 | -5444.85811 | 8.55 |
| 2 | -4495.74550 | 0.36 |
| 3 | -3359.88293 | 1.02 |